Record 1
Density functional theory data (ωB97M-V/def2-TZVPD) for 2 unconnected molecules or ions with the total composition C12H27B at a distorted geometry.

The HOMO energy is -7.93 eV. The gap between HOMO and LUMO comes out at 0.30197 Eh.

Structure (ORCA input):
```
! RIJCOSX wB97M-V def2-TZVPD def2/J DEFGRID3
* xyz 0 1
B 1.01579 2.32160 0.90001
C -0.64183 1.57369 -1.22963
C 0.41635 -0.29985 2.00952
C -1.92287 -1.88594 0.41194
C -2.77993 0.61113 0.96467
C -2.93537 -0.19751 -1.24114
C 3.17001 -0.13874 0.82682
C 2.18795 0.39674 -1.55123
C 1.95401 -1.76960 -0.43664
C -0.59916 0.18627 -0.48640
C 0.61958 0.15340 0.48984
C -2.01130 -0.39691 -0.00300
C 1.90073 -0.27652 -0.12220
H 0.22087 2.80580 1.63014
H 2.05363 2.79917 0.74204
H -0.97174 2.28316 -0.62360
H -1.27716 1.60091 -2.16146
H 0.42367 1.79875 -1.52230
H 1.09553 -1.11320 2.30220
H 0.54650 0.53336 2.66896
H -0.62465 -0.57995 2.08407
H -0.93765 -2.24281 0.68875
H -2.67429 -2.23755 1.09726
H -2.27469 -2.44795 -0.41739
H -3.80034 0.13695 1.28844
H -3.05189 1.40412 0.26554
H -2.29502 0.95330 1.85414
H -3.93912 -0.34613 -0.98265
H -2.80640 0.85270 -1.48752
H -2.65926 -0.81399 -2.23279
H 4.01220 -0.05543 0.19888
H 3.23872 -1.03164 1.56819
H 3.07344 0.79439 1.39119
H 2.10102 1.41933 -1.54694
H 1.58481 -0.07549 -2.48352
H 3.17883 0.01724 -1.69318
H 2.01901 -2.48459 0.33011
H 1.04301 -1.80915 -1.03060
H 2.68584 -1.90194 -1.19165
H -0.33880 -0.53714 -1.26889
*
```

Record 2
Density functional theory data (ωB97M-V/def2-TZVPD) for 2 unconnected molecules or ions with the total composition C4H11NO3 at a distorted geometry.

The HOMO energy is -9.93 eV. The gap between HOMO and LUMO comes out at 0.39081 Eh. As for the SMILES: CC(C)NC(=O)O.O.

Structure (ORCA input):
```
! RIJCOSX wB97M-V def2-TZVPD def2/J DEFGRID3
* xyz 0 1
C 1.04700 0.37168 1.74850
C 0.99382 1.09548 0.39958
C 2.06433 0.68481 -0.58368
N -0.34859 1.05113 -0.18176
C -0.96081 -0.12343 -0.49609
O -0.46150 -1.22837 -0.44598
O -2.19675 0.12949 -0.98176
H 1.95918 0.70070 2.25872
H 1.17863 -0.71609 1.67046
H 0.16962 0.53670 2.35885
H 1.14711 2.15412 0.65060
H 1.88640 -0.28171 -1.06537
H 3.03459 0.50364 -0.11553
H 2.32911 1.41432 -1.35286
H -0.79008 1.94317 -0.26295
H -2.85226 -0.56933 -0.74751
O -3.05766 -2.48016 -1.15932
H -2.98297 -2.55989 -0.20344
H -2.15918 -2.62626 -1.49044
*
```

Record 3
Density functional theory data (ωB97M-V/def2-TZVPD) for a molecular structure, C48H64NP3PdSi at a distorted geometry.

The HOMO energy (spin up / spin down) is -5.57 / -6.21 eV. The gap between HOMO and LUMO (spin up / spin down) comes out at 0.22772 / 0.20139 Eh.

Structure (ORCA input):
```
! RIJCOSX wB97M-V def2-TZVPD def2/J DEFGRID3
* xyz 0 3
Pd -0.11315 0.06701 -0.70017
C -4.37944 1.72652 -0.01676
C -4.08494 0.45197 -0.83269
C -3.70970 0.78313 -2.28275
P -2.69388 -0.65288 -0.18172
C -3.41166 -2.39224 -0.46307
C -3.39652 -3.28760 0.77449
C -4.77610 -2.47070 -1.14631
C -2.83163 -0.35763 1.63535
C -4.07651 -0.50344 2.25071
C -4.24902 -0.21235 3.59298
C -3.17639 0.25093 4.34176
C -1.94238 0.42375 3.73709
C -1.74394 0.11782 2.38729
Si -0.04853 0.41928 1.57038
C 0.72789 2.11973 1.96137
C 1.27690 2.35720 3.22151
C 1.97975 3.51998 3.49640
C 2.16960 4.45103 2.48661
C 1.65096 4.22053 1.22180
C 0.92228 3.06495 0.94378
P 0.12362 2.75322 -0.67820
C 0.82338 3.97521 -1.92451
C 2.26566 3.56457 -2.22551
C 0.75039 5.49836 -1.74994
C -1.59893 3.42094 -0.33271
C -1.70856 4.48233 0.76248
C -2.27645 3.88078 -1.62455
C 1.34978 -0.68333 2.22288
C 1.36067 -1.19748 3.51804
C 2.39575 -2.00189 3.96171
C 3.42065 -2.33333 3.09029
C 3.43656 -1.80970 1.80736
C 2.41869 -0.96785 1.36260
P 2.53365 -0.04410 -0.23206
C 4.28783 0.58588 0.07386
C 4.91687 1.33422 -1.10064
C 4.32510 1.46011 1.32636
C 2.78395 -1.30037 -1.60392
C 4.09013 -2.08575 -1.65339
C 2.53006 -0.61485 -2.95840
H -4.30806 2.60868 -0.65270
H -5.39123 1.70083 0.38963
H -3.70917 1.85656 0.83005
H -4.98911 -0.15276 -0.85453
H -2.72788 1.26233 -2.31221
H -3.65209 -0.12320 -2.89077
H -4.44110 1.45499 -2.73803
H -2.69248 -2.81376 -1.16546
H -4.13434 -2.98030 1.51362
H -3.62797 -4.31128 0.47074
H -2.41915 -3.29573 1.24513
H -5.58728 -2.14017 -0.49307
H -4.81058 -1.90450 -2.07792
H -4.96313 -3.51755 -1.39424
H -4.93087 -0.81809 1.66239
H -5.22320 -0.33065 4.05093
H -3.30710 0.48964 5.39006
H -1.11618 0.81330 4.32270
H 1.17064 1.60466 3.99553
H 2.39366 3.69029 4.48255
H 2.72728 5.35858 2.68205
H 1.82292 4.96214 0.45638
H 0.21906 3.71410 -2.80008
H 2.89713 3.80152 -1.36854
H 2.34035 2.49346 -2.42029
H 2.65007 4.10581 -3.09277
H 1.61099 5.87888 -1.20076
H 0.77869 5.95992 -2.73945
H -0.14802 5.84403 -1.24570
H -2.11865 2.52891 0.01962
H -1.09254 5.35744 0.55373
H -2.74847 4.81147 0.83943
H -1.40712 4.08502 1.73029
H -1.84940 4.81019 -1.99680
H -2.18313 3.13128 -2.41335
H -3.33793 4.06213 -1.44652
H 0.53260 -0.97737 4.18572
H 2.39491 -2.39032 4.97292
H 4.22111 -2.98718 3.41323
H 4.27037 -2.05616 1.16343
H 4.87646 -0.31578 0.25663
H 4.55582 2.35875 -1.14145
H 6.00078 1.37012 -0.96874
H 4.71598 0.85988 -2.06015
H 3.73565 2.36558 1.17809
H 3.93215 0.93982 2.19968
H 5.35547 1.75551 1.54095
H 1.96988 -2.00712 -1.42664
H 4.95641 -1.43661 -1.79576
H 4.23785 -2.68076 -0.75240
H 4.05368 -2.77659 -2.49931
H 3.39981 -0.03891 -3.28319
H 2.31635 -1.35903 -3.72745
H 1.68325 0.07036 -2.90297
C -1.14581 -3.06561 -4.69367
C -0.96132 -1.79699 -4.16612
C -0.65370 -1.63476 -2.82790
C -0.49132 -2.72015 -1.95444
C -0.72950 -4.00289 -2.50513
C -1.04393 -4.16057 -3.84202
N -0.26375 -2.47368 -0.62609
C 0.27389 -3.47702 0.15764
C -0.15509 -3.64907 1.48336
C 0.26172 -4.72704 2.24154
C 1.16247 -5.65179 1.73365
C 1.65121 -5.46869 0.44820
C 1.22610 -4.40257 -0.32285
H -1.37104 -3.19853 -5.74363
H -1.06260 -0.92469 -4.80239
H -0.53935 -0.62859 -2.41656
H -0.69682 -4.86808 -1.85822
H -1.22004 -5.15764 -4.22875
H -0.83267 -2.91471 1.89770
H -0.12011 -4.85081 3.24886
H 1.49055 -6.48898 2.33672
H 2.36564 -6.17203 0.03557
H 1.62993 -4.27143 -1.31942
*
```